(1)
C9H24AlIOP2 | ωB97M-V with the def2-TZVPD basis set

Frontier orbital gap = 7.90 eV
DFT total energy = -45031.0698 eV
Total charge = +2

Structure (XYZ):
```
38
C9H24AlIOP2 | the OMol25 dataset | ωB97M-V with the def2-TZVPD basis set
C 5.067 -2.321 -0.631
I 3.144 -1.616 0.055
H 5.120 -2.169 -1.719
H 5.134 -3.380 -0.375
H 5.825 -1.734 -0.113
Al -0.198 0.022 0.199
P -0.828 -2.038 -0.806
C -0.887 -3.383 0.448
C -2.571 -2.063 -1.422
H -2.810 -3.075 -1.801
H -0.363 -3.729 -2.480
H -2.672 -1.326 -2.235
H 0.143 -2.092 -3.011
H -1.497 -3.053 1.303
H -3.258 -1.798 -0.600
C 0.109 -2.788 -2.167
H -1.325 -4.288 -0.006
H 1.134 -2.997 -1.843
H 0.130 -3.594 0.803
P 0.869 2.134 0.355
C 1.469 2.443 2.064
C 2.285 2.604 -0.677
H -0.697 3.542 -0.883
H 0.273 4.503 0.307
H -1.116 3.482 0.869
C -0.289 3.562 0.142
H 2.009 2.529 -1.734
H 2.591 3.633 -0.447
H 1.824 3.485 2.140
H 2.288 1.747 2.290
H 3.125 1.931 -0.483
H 0.649 2.265 2.775
C 0.613 -0.825 2.023
O 0.961 -1.248 3.053
C -2.050 0.688 0.505
H -2.500 1.135 -0.395
H -2.087 1.432 1.310
H -2.723 -0.101 0.863
```


(2)
C9H24BF10N3O3P | ωB97M-V with the def2-TZVPD basis set

Frontier orbital gap = 10.80 eV
Energy above the lowest of the compared OMol25 structures with the same formula, charge and spin = 0.0 kJ/mol
DFT total energy = -57481.6959 eV
Total charge = +1

Structure (XYZ):
```
51
C9H24BF10N3O3P | the OMol25 dataset | ωB97M-V with the def2-TZVPD basis set
C -1.361 3.044 -2.910
C -2.510 2.201 -3.327
O -2.595 1.503 -4.271
N -3.719 2.257 -2.403
H -3.701 3.133 -1.871
H -4.594 2.284 -2.936
C -3.691 1.090 -1.465
H -0.953 2.690 -1.956
H -1.659 4.086 -2.788
H -0.590 2.906 -3.659
H -3.669 0.198 -2.087
H -4.597 1.040 -0.868
H -2.794 1.191 -0.867
C 3.524 -0.325 -2.397
C 3.512 -0.516 -0.921
O 3.965 -1.433 -0.326
N 2.831 0.556 -0.110
H 2.518 1.297 -0.737
H 1.967 0.111 0.256
C 3.672 1.071 1.004
H 3.197 -1.246 -2.880
H 4.532 -0.094 -2.739
H 2.812 0.421 -2.757
H 4.507 1.652 0.610
H 4.129 0.201 1.464
H 3.034 1.691 1.618
C 1.077 -3.202 2.326
C -0.075 -2.764 3.131
O -0.373 -3.094 4.227
N -0.978 -1.782 2.416
H -0.460 -0.956 2.069
H -1.352 -2.259 1.586
C -2.146 -1.389 3.231
H 1.773 -2.381 2.162
H 0.766 -3.526 1.327
H 1.533 -4.072 2.790
H -2.738 -0.661 2.693
H -1.726 -0.804 4.054
H -2.601 -2.265 3.669
P -0.432 -1.212 -1.112
F -1.651 -0.569 -0.300
F 0.587 -0.929 0.169
F -0.660 -2.667 -0.421
F 0.879 -1.712 -1.939
F -1.386 -1.664 -2.289
F -0.124 0.274 -1.707
B 0.492 1.347 2.266
F 1.213 0.129 2.371
F -0.897 1.006 2.364
F 0.838 2.225 3.263
F 0.678 1.920 0.977
```


(3)
C9H24CrN3O10SV | ωB97M-V with the def2-TZVPD basis set

Multiplicity = 8
Frontier orbital gap (alpha / beta) = 5.92 / 6.77 eV
DFT total energy = -99611.9428 eV
Total charge = -1

Structure (XYZ):
```
49
C9H24CrN3O10SV | the OMol25 dataset | ωB97M-V with the def2-TZVPD basis set
Cr 7.712 18.978 16.606
V 9.053 15.483 17.354
O 5.806 18.655 15.678
H 6.388 19.113 15.041
O 8.318 17.128 16.022
H 8.919 16.935 15.277
O 9.565 14.439 15.651
H 9.595 13.477 15.823
S 8.474 18.147 19.036
O 9.036 16.871 18.866
O 8.636 18.723 20.313
O 9.126 18.974 17.987
O 7.176 18.227 18.330
C 12.471 16.573 16.684
O 11.351 16.118 17.010
N 12.704 17.808 16.383
C 14.008 18.391 16.330
C 11.756 18.864 16.033
H 13.348 15.908 16.697
H 14.859 17.732 16.500
H 14.167 19.166 17.080
H 14.207 18.898 15.385
H 11.895 19.215 15.010
H 10.744 18.478 16.156
H 11.848 19.765 16.639
C 13.298 16.815 12.336
O 14.360 16.647 11.763
N 12.260 17.568 11.918
C 10.994 17.721 12.720
C 12.247 18.176 10.616
H 13.148 16.411 13.349
H 10.777 18.778 12.875
H 10.948 17.263 13.708
H 10.102 17.441 12.159
H 12.249 19.250 10.805
H 13.012 17.962 9.869
H 11.270 18.094 10.141
C 6.496 16.421 13.454
O 5.496 16.645 14.063
N 6.493 16.356 12.123
C 5.258 16.276 11.247
C 7.665 15.990 11.384
H 7.477 16.286 13.934
H 5.068 15.260 10.903
H 5.277 16.922 10.369
H 4.494 16.618 11.945
H 7.956 16.515 10.475
H 8.393 15.881 12.189
H 7.496 14.949 11.107
```